Entry 1:
41
Properties=species:S:1:pos:R:3:forces:R:3:nbo_charge:R:1 method="wB97M-V/def2-TZVPD" e_tot_ev=-44283.33465 total_charge=+2 orbital_gap_ev=1.22 homo_energy_ev=-14.5 relative_energy_ev=3.196
Tl 1.0118 -5.5518 2.0285 -0.0200 0.0337 0.0254 1.000
H -2.5511 -0.4951 -7.1193 -0.2543 -0.2147 -0.0499 0.201
H -3.9890 -0.0884 -6.1182 0.1052 0.1171 -0.0849 0.233
H 8.4596 0.9633 0.8251 0.4864 0.3735 -0.0710 0.225
H -3.5487 1.2413 3.5448 -0.3343 0.0184 -0.2219 0.258
C 8.1324 0.9821 -1.3707 -0.6740 0.5321 2.1033 -0.430
S -5.3571 -0.4032 3.3713 -1.1924 0.6597 -0.9101 2.280
H -1.6740 1.4595 -6.2028 0.3039 -0.1385 0.1170 0.252
C -1.6882 -1.3508 -4.4145 -2.1362 -1.4870 -0.4218 0.800
C 8.8697 0.5084 -0.0765 -1.0596 -0.2841 -1.0314 -0.070
H -7.1549 -2.0545 5.5018 -0.1047 0.1845 -0.3754 0.213
O -1.4844 -2.0975 -3.4632 -0.3606 1.0400 -2.0884 -0.370
O -6.7104 -0.3745 4.2991 1.4612 -0.4702 -1.3336 -0.666
H -5.6130 -1.2869 5.8512 0.2177 -0.1026 -0.4161 0.196
O -5.8033 0.0656 2.0513 0.9595 -0.7104 2.2734 -0.822
O -4.6738 -1.6729 3.5344 -0.4302 1.2741 -0.1163 -0.883
F 1.8222 -0.4713 1.5869 -0.0395 -0.1125 -0.0642 -0.215
O 10.2245 0.9095 -0.3190 0.8174 0.1874 -0.1341 -0.412
H -0.7561 0.2609 -3.7087 0.3071 0.5947 -0.2271 0.261
C -7.2423 -0.1456 6.6070 -0.5701 -0.6476 0.1771 -0.637
C 10.4620 1.1130 -1.6133 2.5392 0.6292 0.0191 0.794
H -5.0569 1.7746 4.4335 0.0488 -0.1721 -0.2038 0.267
H -2.6700 1.3467 -4.7823 0.2479 -0.1128 0.3026 0.234
H -6.9071 0.8893 6.6758 0.5084 -0.1035 -0.7191 0.223
H 7.7638 1.9774 -1.1225 0.2253 0.2579 -0.3843 0.231
H 9.2130 1.7783 -3.1639 -0.2716 -0.1145 0.0366 0.276
C -4.3750 0.9579 4.1968 -0.0251 -0.9396 -0.2777 -0.796
H -8.3226 -0.0835 6.4763 -0.0390 -0.0831 0.0013 0.229
H -7.0496 -0.5279 7.6094 -0.0837 -0.3786 -0.0478 0.227
C -2.9161 -0.2807 -6.1148 0.2070 -0.6361 -0.6293 -0.076
O 11.5698 1.4459 -2.0683 -2.6757 -0.9429 1.1594 -0.312
H -0.0227 -0.2297 -5.2349 -0.1831 -0.2302 -0.1425 0.273
H -3.9332 0.4976 5.0806 -0.2820 0.0007 0.1039 0.247
H 7.2200 0.4108 -1.5410 0.3174 -0.3194 -0.4457 0.244
C -0.9718 -0.0944 -4.7164 0.0424 1.7869 0.5403 -0.502
C -6.6374 -1.0957 5.5313 -0.0987 1.4827 2.0706 -0.084
H 8.8250 -0.5664 0.0994 0.2788 -0.0800 -0.2904 0.197
C 9.2056 0.9733 -2.4291 -0.6169 -0.2094 -0.7682 -0.501
O -2.7457 -1.4529 -5.3093 1.0516 -1.4203 2.0540 -0.431
H 9.1438 0.0145 -2.9440 0.6484 -0.0022 -0.1876 0.269
C -2.0687 0.7540 -5.4716 0.6780 0.7397 0.6587 -0.424


Entry 2:
12
Properties=species:S:1:pos:R:3:forces:R:3:nbo_charge:R:1 method="wB97M-V/def2-TZVPD" e_tot_ev=-12410.59539 total_charge=-1 orbital_gap_ev=6.73 homo_energy_ev=-3.7 relative_energy_ev=1.494
H -0.6527 1.0265 -1.2439 -0.3252 -0.0113 -0.3033 0.228
C -2.2359 -0.1555 -0.3359 -5.9703 -1.5392 -2.4115 0.408
H 1.0845 -0.0494 0.2855 0.3310 -0.1974 -0.8950 0.215
C 0.0886 -1.4045 2.4845 -0.2758 0.2333 0.7746 -0.262
C -0.9277 0.2903 -0.5083 4.6543 -0.7394 1.9306 -0.221
C -0.3218 -0.9803 1.4370 1.3594 -0.9620 -0.0718 0.000
C 0.0571 -0.3661 0.2234 -2.8254 2.6354 -0.9313 -0.260
H 0.4392 -1.3773 3.4741 -0.1117 -0.5418 0.6830 0.214
C -3.1695 -0.0423 -1.6730 1.5768 0.1488 0.2419 0.714
O -3.2224 -0.9705 -2.4681 0.2363 -1.3732 -0.1893 -0.746
O -3.6997 1.0598 -1.7423 -0.5605 1.7087 0.4952 -0.745
O -2.8712 -0.6899 0.5715 1.9111 0.6380 0.6768 -0.544


Entry 3:
16
Properties=species:S:1:pos:R:3:forces:R:3:nbo_charge:R:1 method="wB97M-V/def2-TZVPD" e_tot_ev=-4340.84480 orbital_gap_ev=11.93 homo_energy_ev=-10.8 relative_energy_ev=1.683
H 1.1410 -2.2563 0.1588 -1.6217 -0.4126 2.0494 0.201
H -1.5893 0.2739 0.7767 0.6311 0.5932 0.0698 0.219
H 1.6591 -3.2715 -1.2275 -0.2091 -0.5149 0.6294 0.198
C 1.5369 -2.2856 -0.7879 0.4536 -0.4163 -3.0358 -0.599
H -0.1747 -1.6379 -2.3290 0.4480 -0.2151 1.0885 0.215
C 0.8084 -1.4148 -1.8671 1.4912 1.5326 1.5333 -0.619
H -0.3387 0.8657 2.0952 -1.1302 -0.4995 -2.2007 0.209
H 2.5589 -1.9617 -0.5965 0.1272 0.5245 -0.5629 0.202
H -0.9040 2.9773 2.3623 -2.8212 -1.7992 -1.3554 0.200
H -1.5879 3.2220 0.8254 0.0678 -0.1389 -1.0632 0.201
H -0.1398 1.4623 0.3667 -1.0566 -1.2460 0.6411 0.210
H 0.8746 -0.4018 -1.3583 -0.8175 -0.7219 -1.2051 0.201
H 1.5109 -1.3823 -2.6862 0.1194 0.2317 -0.4908 0.200
H -2.7761 2.3037 1.6344 1.6281 0.1189 1.0363 0.218
C -1.6452 2.4037 1.5271 0.5627 1.7247 1.2756 -0.622
C -0.9339 1.1034 1.1060 2.1273 1.2388 1.5905 -0.634